Entry 1:
{"formula": "C42H61As2BrOS4Si3V", "method": "wB97M-V/def2-TZVPD", "elements": ["H", "C", "C", "H", "C", "C", "H", "C", "H", "Si", "H", "S", "C", "H", "O", "H", "H", "C", "H", "C", "C", "H", "Si", "H", "C", "As", "H", "S", "S", "H", "H", "H", "H", "C", "C", "H", "H", "H", "C", "H", "C", "C", "Si", "H", "C", "H", "H", "H", "C", "H", "C", "H", "H", "C", "C", "H", "C", "H", "H", "C", "C", "H", "V", "H", "H", "H", "C", "H", "H", "H", "H", "C", "H", "As", "H", "H", "H", "C", "C", "H", "H", "H", "H", "C", "H", "C", "Br", "C", "H", "H", "H", "C", "H", "H", "H", "H", "H", "C", "H", "C", "H", "H", "C", "C", "C", "C", "C", "C", "H", "C", "H", "H", "S", "C", "C"], "coordinates": [[-0.55097, 2.04249, -3.48544], [4.13068, -4.60422, -3.87666], [-2.92754, -0.89119, 5.45708], [0.75819, 1.45610, 5.79422], [2.97538, 3.83530, 2.60620], [-0.11156, 0.41557, -6.36141], [-0.16723, 1.27393, -7.05308], [3.89258, -5.76194, -4.63531], [-3.01779, -5.96703, -1.17157], [-1.84198, -1.19150, 3.91606], [3.06795, 5.93310, 2.82920], [-0.37088, -5.25644, 1.95894], [-0.22982, -2.01092, 4.30905], [4.83048, 2.72520, 2.82143], [1.34720, -0.27118, -0.96003], [1.36019, 4.82961, -1.94513], [3.28311, 4.17246, 4.85224], [-1.17354, -4.17696, -3.33663], [-3.89180, -2.02546, 2.74371], [2.50821, 5.19867, 2.28606], [2.36290, 0.40880, 1.05520], [2.00072, -1.97401, -5.38136], [-2.61524, 1.41154, 1.23125], [0.44788, -5.39161, -5.01051], [1.09046, 2.49445, -1.93379], [0.41028, -2.99875, -3.13923], [-4.98018, 1.40618, 0.76773], [3.47714, -2.54471, -2.23914], [-0.28008, -2.59579, 0.61038], [0.07860, 4.08201, -2.86759], [0.38977, -1.28503, 4.86718], [-2.15934, 3.87152, 1.28359], [2.50074, 1.22414, -3.16942], [1.98639, 3.07973, 0.40913], [2.67923, 3.59137, 4.15561], [-3.03729, 3.55212, 5.74442], [2.75334, 5.44869, 1.29841], [-0.48899, -2.76759, 4.98940], [2.68406, 1.37825, 2.00021], [-1.03339, 2.07745, -1.73176], [-0.85782, 4.06838, 3.71379], [1.53400, -5.16985, -4.76115], [-1.30420, 2.33730, 4.46475], [3.08982, 2.82794, -2.73938], [-1.95820, 3.03614, 0.64013], [-4.76004, 0.77261, 2.41052], [1.75998, 2.57030, -4.00332], [-1.12820, -4.59431, -1.19231], [1.66498, 2.05971, -0.60520], [-2.15715, 0.61671, -5.53987], [-3.43711, -5.80357, -3.23680], [1.66866, 3.68072, 4.55155], [1.44148, 5.27737, 2.43200], [-3.02283, -5.28595, -4.50611], [-1.62969, -4.70370, -2.19087], [-3.67626, -5.48371, -5.36717], [1.03639, -0.42160, -6.35548], [4.85133, 3.71066, 1.37039], [-1.76663, 4.65681, 3.41543], [-0.22065, 1.92976, 5.95993], [-0.22468, 1.77932, -2.42793], [1.87287, -0.22238, -7.05804], [1.54595, -2.20969, -0.84749], [1.86681, 4.10335, 0.11727], [-0.07175, 2.81865, 6.59730], [-0.73005, 1.32878, 6.72194], [1.12865, -1.44319, -5.46513], [2.94804, 1.23232, 3.06442], [-2.29678, -2.55194, 1.99812], [-0.30980, 3.83101, 2.81645], [-0.86238, 2.91035, 0.71812], [-1.03803, -0.91076, -4.63652], [4.77928, -6.38088, -4.88662], [-1.07179, 0.63978, 2.76568], [-3.98366, -0.81967, 5.25403], [-0.21917, 4.59083, 4.36923], [-2.42530, -0.83159, 0.23598], [2.19694, 2.27056, -3.03279], [2.48068, 2.74056, 1.62080], [-2.86333, -1.77013, 6.01778], [-2.73889, -0.06080, 6.14202], [2.98757, 2.55070, 4.34172], [-3.33976, 0.27761, -0.62645], [-1.16810, 0.12374, -5.49938], [-1.77350, -1.18814, -3.97751], [2.58536, -6.02542, -5.12099], [2.67529, -1.46495, 1.47674], [-4.45362, 1.50422, 1.69344], [-1.54081, -4.03678, -5.47063], [-3.81536, 2.92437, 4.27578], [2.37695, -6.93507, -5.72215], [-2.75632, -5.54072, -2.10228], [5.07878, 4.42227, 3.09601], [-3.50813, 1.73701, 5.41399], [-1.53201, 0.34659, -0.70689], [0.39143, -2.25506, 3.45460], [5.07776, -4.34597, -3.50063], [0.35363, -4.14577, 0.90952], [-4.26980, -6.46380, -3.30935], [1.74495, 0.64129, -0.20537], [-2.91148, -3.46379, 3.29137], [-0.10732, 0.75928, -2.36570], [3.08676, -3.82309, -3.41842], [-2.92872, -2.46172, 2.89388], [1.78689, -4.11930, -3.87377], [-2.40501, 0.15769, -0.10163], [0.12494, -1.69091, -4.58875], [4.53833, 3.71414, 2.47816], [-4.69563, 2.53764, 1.99399], [-1.87908, -4.50791, -4.52595], [0.04541, 4.08888, -1.06647], [-2.35671, 3.20638, -0.41476], [1.73524, -4.54786, -0.08104], [0.66610, 4.01841, -1.92745], [-3.06335, 2.68542, 5.05227]], "forces_ev_per_angstrom": [[0.74, -0.04, 1.28], [-0.96, -1.30, -0.41], [0.34, 1.38, -0.39], [-0.34, 0.24, -0.23], [1.24, -1.18, 1.52], [0.75, -0.20, -0.59], [0.02, -0.61, 0.38], [-0.08, 0.66, -0.53], [-0.28, -0.30, 0.84], [-1.55, -1.28, -0.34], [0.02, 0.44, 0.92], [0.44, 0.71, -0.47], [0.54, 2.04, 0.36], [0.02, -0.17, 0.12], [-1.03, -2.98, -2.13], [1.05, 0.15, 0.14], [0.35, 0.41, -0.47], [0.26, 0.60, -1.38], [-0.76, -0.05, -0.39], [-0.15, 0.30, 0.00], [0.10, 0.01, 0.92], [2.09, -1.41, -0.06], [-0.21, -0.45, 0.83], [1.69, 0.20, 0.04], [0.49, 0.58, -1.86], [-0.84, -0.18, -0.39], [-0.59, -0.47, -0.67], [-0.18, -0.03, -0.22], [-0.45, 0.43, -0.23], [0.08, 0.44, 0.68], [-0.21, -0.10, 0.05], [-0.50, 0.47, 0.17], [-0.25, 0.05, 0.38], [-0.61, -2.44, -3.08], [0.44, -1.49, -0.66], [-0.21, -0.77, 0.07], [0.07, 0.34, -1.76], [0.19, -1.67, 0.66], [-0.81, 1.05, -0.77], [0.28, -0.17, -0.54], [-1.31, -1.37, -0.72], [-0.64, -0.46, 0.49], [-0.34, 0.52, -0.79], [-0.06, 0.16, -0.38], [0.00, -0.12, -1.06], [-0.32, -0.35, 0.43], [0.50, 0.25, 0.30], [-0.19, 0.39, -1.24], [-0.50, -0.21, 2.88], [0.88, 0.13, -0.05], [-0.19, -0.02, -2.49], [-0.23, 0.06, -0.69], [-0.30, 0.33, 0.10], [0.00, 0.01, 1.43], [-0.15, -1.18, 3.73], [0.71, 0.14, 0.21], [-0.57, 2.28, -1.46], [-0.38, 0.47, 1.63], [0.82, -0.53, 0.51], [-0.01, 0.25, 1.07], [-0.24, 2.47, 0.31], [-0.69, -0.06, 0.57], [0.42, 0.00, -0.39], [-0.05, 0.23, 0.03], [0.29, 0.22, -0.59], [-0.24, -0.53, -0.50], [-0.48, 0.56, 0.08], [0.10, -0.66, -1.13], [-0.83, 0.06, -0.17], [0.40, 0.24, -0.47], [-0.29, 0.09, -0.75], [2.02, -1.32, -0.01], [-0.94, 0.25, 0.07], [0.38, 1.30, 0.64], [-0.46, 0.13, -0.66], [0.59, 0.95, 0.78], [0.22, -1.57, 0.70], [-0.76, -0.09, 0.17], [0.37, -0.51, 2.63], [0.33, -1.65, 1.11], [0.44, -0.07, -0.14], [-0.19, 0.28, 0.32], [-0.23, 0.04, -1.04], [-0.70, 0.84, -1.10], [-2.02, -0.30, 1.46], [0.39, -0.40, 0.09], [0.29, 0.73, -0.20], [0.97, 1.35, -0.26], [-0.24, -0.40, 0.54], [0.80, 0.26, -0.13], [0.23, 0.77, 0.43], [0.92, 0.63, -0.67], [0.10, 0.46, -0.15], [0.26, 0.75, 0.73], [0.09, -0.12, -0.25], [-0.35, -0.59, -0.17], [1.28, -0.02, 0.20], [-0.29, -1.86, 0.42], [-0.69, -0.38, 0.51], [1.51, 4.82, 1.50], [-0.30, -0.21, 0.53], [0.19, -2.35, 0.00], [-0.72, 0.20, 0.06], [2.37, 1.32, 0.23], [0.32, 0.18, -0.16], [-0.60, 1.22, -0.26], [-1.08, -0.23, 1.11], [-0.36, -0.42, -1.44], [0.09, -0.43, 0.42], [0.27, 1.17, -0.94], [-0.87, 0.57, 0.50], [0.84, 0.09, 1.27], [-0.43, 0.64, 0.11], [-0.53, -1.91, -1.43], [-0.78, -0.70, -0.24]], "mulliken_charge": [0.461, -0.881, -1.445, 0.282, 2.036, -0.322, 0.347, -0.549, 0.567, 0.428, 0.442, -0.311, -0.764, 0.391, 0.094, 0.287, 0.433, -0.006, 0.312, -2.318, -0.270, 0.634, 0.104, 0.127, 2.578, 1.431, 0.479, -0.641, 0.115, 0.457, 0.215, 0.595, 0.153, -0.914, -1.313, 0.388, 0.601, 0.430, 0.131, -0.340, -0.589, -0.042, 0.113, 0.399, -0.701, 0.270, 0.416, -0.336, -1.385, 0.323, -0.264, -0.039, 0.278, -0.830, 0.200, 0.371, -0.699, 0.284, 0.547, -1.217, -0.238, 0.326, -0.228, 0.481, 0.439, 0.398, -0.534, 0.274, -0.182, -0.650, -0.315, -0.411, 0.299, 0.547, 0.388, 0.702, 0.426, -1.663, 0.576, 0.511, 0.274, 0.299, 0.458, -0.712, 0.735, -0.615, -0.230, -1.223, 0.358, 0.262, 0.330, -1.141, 0.480, 0.214, -0.312, 0.003, 0.536, 0.074, 0.370, 0.812, 0.386, -0.646, 0.746, -0.445, -0.170, -0.510, -0.172, -1.685, 0.314, 0.019, 0.526, 0.494, -0.250, -2.235, -1.034], "gap_ev": [7.024, 7.172], "homo_energy_ha": [-0.1762, -0.1772], "total_charge": -1, "multiplicity": 3}



Entry 2:
{"formula": "C4H10O2", "method": "wB97M-V/def2-TZVPD", "elements": ["O", "C", "C", "C", "H", "H", "H", "C", "H", "H", "H", "H", "H", "O", "H", "H"], "coordinates": [[1.50149, 2.12879, 2.23463], [0.89721, 2.41768, 0.98371], [-1.21889, -3.13445, -1.70192], [-0.04414, 3.63721, 1.07517], [-1.71287, -2.79231, -0.74991], [0.25177, -4.29179, -0.77234], [-0.96188, 3.36315, 0.55342], [-0.33318, -4.34920, -1.67126], [-0.14039, 3.82816, 2.18873], [0.21124, 1.59347, 0.85773], [0.33421, 4.47350, 0.45563], [1.90731, 2.43646, 0.45361], [1.12196, 2.88509, 2.97938], [-1.36896, -2.48754, -2.73092], [-0.84458, -5.25642, -1.69390], [0.39970, -4.45180, -2.46176]], "forces_ev_per_angstrom": [[-1.41, 3.32, 4.98], [1.11, 0.09, 0.97], [0.04, 0.88, -1.95], [1.16, 0.01, -0.79], [0.28, -0.40, -0.49], [0.17, -0.24, 0.76], [-0.34, 0.12, 0.65], [1.06, 1.22, 0.33], [-0.43, 0.35, -1.55], [0.38, -0.69, -1.14], [-0.01, 0.03, 0.98], [-2.22, 0.24, -1.03], [1.76, -3.47, -3.09], [-0.08, -0.65, 1.57], [-1.32, -1.48, 0.34], [-0.16, 0.68, -0.56]], "mulliken_charge": [-0.544, -0.047, 0.184, -0.819, 0.306, 0.283, 0.264, -0.884, 0.255, 0.148, 0.210, 0.248, 0.286, -0.470, 0.290, 0.293], "gap_ev": 10.728, "e_above_lowest_kj_mol": 272.4, "homo_energy_ha": -0.3622, "total_charge": 0, "smiles": "CC=O.CCO"}